No. 1
Below is a cluster of 10 separate species, C4H28N2O11 in total, with properties calculated with the ωB97M-V functional and the def2-TZVPD basis.

Summary:
- E_LUMO (eV) = 0.02
- structure (SMILES) = NC(=O)[C@H](N)CCO.O.O.O.O.O.O.O.O.O
- energy above the lowest of the compared OMol25 structures with the same formula, charge and spin (kcal/mol) = 67.7
- spin multiplicity = 1

```
45
Properties=species:S:1:pos:R:3:mulliken_charge:R:1
N 0.87883 -1.71386 2.55040 -0.2908
C 0.56121 -0.98394 1.44117 -0.1342
O 0.87894 -1.37347 0.32234 -0.4692
C -0.24661 0.28952 1.50071 0.3509
N -0.71129 0.70251 0.16648 -0.1185
C 0.72421 1.34057 2.11764 -0.7262
C 0.43941 1.46177 3.63862 -0.3631
O -0.52448 2.42953 3.97031 -0.5429
H 0.32986 -1.68527 3.39622 0.1896
H 1.58107 -2.42378 2.43469 0.2723
H -1.18305 0.22429 2.02797 0.4768
H -1.30883 -0.06622 -0.12591 -0.1025
H -0.02880 0.63265 -0.58895 0.0300
H 0.59816 2.28507 1.59969 0.3491
H 1.74579 0.97048 1.86454 0.2786
H 0.13540 0.50340 4.05161 0.1905
H 1.37147 1.72040 4.18820 0.2997
H -0.93858 2.89017 3.23954 0.3374
O 0.81054 -0.34357 -2.82508 -0.6054
H 1.46963 0.29459 -2.52001 0.2806
H 0.96580 -1.15313 -2.31774 0.2098
O 0.37567 -3.24191 -2.39531 -0.5678
H 0.94352 -3.42743 -3.16617 0.2936
H 0.52013 -4.15031 -2.07091 0.3025
O -0.35329 -4.10494 0.45237 -0.6678
H -1.14780 -3.57374 0.29136 0.3474
H 0.30706 -3.46518 0.75204 0.2979
O -0.25888 4.18873 -0.63453 -0.6746
H -1.15614 4.25265 -0.96934 0.3396
H -0.35328 3.74361 0.22368 0.3393
O 1.73647 2.05168 -1.44713 -0.6602
H 1.13055 2.66252 -1.01718 0.3548
H 1.69906 2.03639 -2.41082 0.3243
O -2.67992 3.13708 -0.17882 -0.6552
H -3.33550 3.76922 0.13122 0.3055
H -2.34536 2.58271 0.53223 0.3133
O -3.02015 -2.17437 -0.20025 -0.6081
H -2.81990 -1.25216 -0.36833 0.3069
H -3.49560 -2.43260 -0.99800 0.3212
O 3.07005 -2.22063 -1.56228 -0.6229
H 3.25758 -1.49051 -0.96048 0.3273
H 2.30081 -2.62501 -1.13990 0.3527
O -1.10398 0.73300 -4.18622 -0.6594
H -0.66042 0.86951 -3.35228 0.3831
H -0.63293 -0.01929 -4.57088 0.2942
```

---

No. 2
Below is a structure of composition C28H25CuN6O3, with properties calculated with the ωB97M-V functional and the def2-TZVPD basis.

Summary:
- E_LUMO (eV) = 4.01
- energy above the lowest of the compared OMol25 structures with the same formula, charge and spin (kcal/mol) = 10.8
- charge = -2
- spin multiplicity = 1

```
63
Properties=species:S:1:pos:R:3:mulliken_charge:R:1
Cu 1.33497 -1.84337 0.28171 -0.8128
C 4.29892 -1.81011 0.01490 -1.0298
C 3.04539 -2.60114 -0.45138 1.3634
O 3.30211 -3.53807 -1.21935 -0.7021
H 5.23285 -2.34264 -0.23037 0.4297
H 4.23617 -1.60399 1.08920 0.1955
H 4.28220 -0.84215 -0.50829 0.0502
O 1.81782 -1.69837 2.38524 -0.3034
N 0.99684 -1.97565 3.27309 -0.2481
C 1.46399 -1.87546 4.52740 0.4022
C 0.58141 -2.19402 5.61592 0.1140
N -0.08855 -2.43909 6.52400 -0.6002
C 2.79856 -1.45079 4.85339 0.2749
N 3.86210 -1.09155 5.11733 -0.5911
C -2.48913 -5.62399 -0.90807 -0.4779
C -3.21720 -4.71734 -0.13859 -0.5046
C -2.67377 -3.49867 0.24220 -0.2291
C -1.36622 -3.11686 -0.14621 0.3186
C -0.62736 -4.06978 -0.88294 -0.4369
C -1.18302 -5.28224 -1.25819 -0.6724
N -0.75676 -1.93705 0.20319 0.0886
C -1.49470 -0.79226 0.35418 -0.2485
C -1.00125 0.26483 1.15703 -0.3661
C -1.61293 1.50867 1.18638 -0.4095
C -2.76867 1.77154 0.44771 -0.8091
C -3.29482 0.73733 -0.32449 -0.8195
C -2.68415 -0.50795 -0.37272 0.1483
H -2.91877 -6.57391 -1.20573 0.3438
H -4.22063 -4.97255 0.18927 0.3189
H -3.24716 -2.82455 0.86809 0.4243
H 0.40660 -3.82900 -1.12144 0.3027
H -0.58086 -5.98096 -1.83055 0.3754
H -0.09711 0.08623 1.72626 0.1782
H -1.17981 2.29193 1.80079 0.5042
H -3.23682 2.74905 0.46837 0.3584
H -4.19554 0.90587 -0.90778 0.3907
H -3.09722 -1.27823 -1.01404 0.5227
C 0.09243 3.45838 -3.12876 -1.2835
N -0.33406 2.51632 -2.09856 0.2846
N 0.71077 2.17806 -1.22610 0.4598
C 0.78088 0.77759 -1.09071 0.4119
O 1.49535 0.19823 -0.32238 -0.5156
C -0.23625 0.25998 -1.99356 -0.1089
C -0.83747 1.29760 -2.56547 0.1190
C -1.94919 1.30261 -3.55298 -2.0205
C 1.11073 3.10622 -0.24352 0.4848
C 0.34690 4.24401 0.00754 0.0972
C 0.76110 5.16423 0.96258 -0.7737
C 1.92244 4.95066 1.69029 -0.4594
C 2.65987 3.79748 1.45642 -0.6589
C 2.27214 2.87886 0.49191 -0.5281
H 0.51320 4.34128 -2.65509 0.4074
H -0.77866 3.75810 -3.70983 0.4361
H 0.84351 3.01788 -3.79443 0.3138
H -0.47331 -0.79194 -2.08109 0.3533
H -2.35117 0.29413 -3.64006 0.3903
H -1.61670 1.62709 -4.54145 0.4484
H -2.74707 1.96957 -3.22028 0.3549
H -0.59398 4.37324 -0.51183 0.3727
H 0.15205 6.04054 1.15209 0.3404
H 2.23932 5.66505 2.44023 0.3773
H 3.55022 3.59775 2.04050 0.3951
H 2.83951 1.97337 0.32899 0.4578
```

---

No. 3
Below is a cluster of 2 separate species, C2H4N2O in total, with properties calculated with the ωB97M-V functional and the def2-TZVPD basis.

Summary:
- E_LUMO (eV) = 0.54
- energy above the lowest of the compared OMol25 structures with the same formula, charge and spin (kcal/mol) = 64.7
- spin multiplicity = 1

```
9
Properties=species:S:1:pos:R:3:mulliken_charge:R:1
C 1.25362 0.25133 -0.09101 0.1382
C 0.11920 -0.56721 -0.46550 0.1199
N 2.16974 0.85756 0.22929 -0.3479
N -1.19736 0.74728 0.29091 -0.6260
O -0.06483 -1.66248 0.21554 -0.4708
H -0.04944 -0.52601 -1.46438 0.3599
H -1.75168 1.01897 -0.50991 0.2095
H -0.68883 1.53959 0.62629 0.2438
H 0.20958 -1.65902 1.16877 0.3733
```

---

No. 4
Below is a structure of composition C30H42ClN2O2PSbTl, with properties calculated with the ωB97M-V functional and the def2-TZVPD basis.

Summary:
- E_LUMO (eV) = 0.08
- energy above the lowest of the compared OMol25 structures with the same formula, charge and spin (kcal/mol) = 0.0
- spin multiplicity = 1

```
80
Properties=species:S:1:pos:R:3:mulliken_charge:R:1
Tl -1.70561 -0.77783 -0.83406 0.9467
N -1.88966 -0.91153 1.84859 -0.4174
C -3.11181 -1.69723 2.07731 -0.5001
C -4.17287 -1.02562 1.14619 0.4929
O -4.96336 -0.23124 1.64321 -0.6507
O -4.03080 -1.28842 -0.07631 -0.6514
H -1.09087 -1.31638 2.32946 0.1429
H -2.04806 0.00596 2.25953 0.2640
H -3.43890 -1.66942 3.12119 0.4128
H -2.94506 -2.72690 1.76036 0.2055
Cl -0.49952 -3.22447 0.29192 -0.2190
C 1.09210 -3.87767 0.16200 0.9065
C 1.20042 -5.26633 0.12465 -0.5427
C 2.43961 -5.87166 0.06860 -0.6075
C 3.57993 -5.08374 0.04609 -0.9733
C 3.46082 -3.71040 0.05704 -0.6119
C 2.21976 -3.06759 0.12782 0.1381
P 2.36760 -1.22944 0.04555 -0.0978
C 2.94746 -1.16931 -1.70647 1.4473
C 1.89315 -1.08569 -2.61017 -0.4736
C 2.11333 -1.20278 -3.96926 -0.7807
C 3.39982 -1.39848 -4.44107 -0.5166
C 4.45583 -1.46928 -3.54838 -0.8115
C 4.23530 -1.36395 -2.18589 -0.4759
C 3.77918 -1.03489 1.20884 0.3930
C 3.55959 -1.62551 2.45192 -0.4769
C 4.50176 -1.51996 3.45550 -0.8617
C 5.67137 -0.81155 3.22902 -0.5098
C 5.89101 -0.21545 2.00072 -0.9960
C 4.94445 -0.31373 0.99377 0.0804
H 0.29865 -5.86164 0.14377 0.4815
H 2.51677 -6.94879 0.04549 0.3925
H 4.55934 -5.53952 0.02088 0.4492
H 4.35668 -3.10621 0.03707 0.2001
H 0.89000 -0.92768 -2.22957 0.1278
H 1.28122 -1.15788 -4.65609 0.4771
H 3.58115 -1.49932 -5.50150 0.3868
H 5.45826 -1.62311 -3.91503 0.4440
H 5.07298 -1.43107 -1.50818 0.3663
H 2.63209 -2.16123 2.60879 0.4475
H 4.33338 -1.97902 4.41808 0.4404
H 6.41181 -0.72683 4.01078 0.3993
H 6.80708 0.32948 1.83289 0.4502
H 5.12824 0.17920 0.05000 0.4383
C -4.74417 3.51863 2.17231 -1.2423
C -4.67805 3.72864 0.67292 -0.8195
Sb -4.07169 1.84618 -0.31259 0.4432
C -5.99832 1.43504 -1.26749 -0.9184
C -6.74210 2.65532 -1.78108 -1.0954
C -3.25796 2.70991 -2.19860 -0.6904
C -2.84376 4.16431 -2.13620 -1.3076
H -5.06143 4.43060 2.68012 0.3682
H -3.76713 3.23537 2.56324 0.2529
H -5.44476 2.72323 2.41245 0.3350
H -3.95107 4.50285 0.43602 0.3950
H -5.64635 4.05420 0.30253 0.3987
H -6.59653 0.88372 -0.54608 0.4839
H -5.75385 0.75963 -2.08671 0.4650
H -7.16427 3.22967 -0.95974 0.3059
H -7.56050 2.35363 -2.43484 0.3735
H -6.08392 3.31162 -2.34938 0.2408
H -4.00813 2.56976 -2.97488 0.5405
H -2.39510 2.09258 -2.46933 0.3468
H -3.68946 4.79371 -1.87024 0.3232
H -2.46651 4.50401 -3.10326 0.3927
H -2.06183 4.31423 -1.39453 0.2522
C 1.60024 1.24879 2.09697 -1.6807
C 1.18260 1.04655 0.63563 2.2430
C 2.19170 1.75844 -0.27155 -1.8002
C -0.17403 1.72736 0.41317 -2.2053
N 1.06875 -0.39379 0.35164 0.6865
H 1.49933 2.29279 2.38555 0.4904
H 2.63810 0.95577 2.23927 0.3671
H 0.97830 0.64285 2.75328 0.2440
H 2.26285 2.80667 0.00829 0.5389
H 1.88938 1.69906 -1.31554 0.3362
H 3.17507 1.30064 -0.16977 0.4247
H -0.11889 2.75394 0.76807 0.5788
H -0.96401 1.22471 0.96339 -0.1244
H -0.42611 1.75353 -0.64807 0.3001
```

---

Number 1: HOMO level -0.3845 hartree, HOMO-LUMO gap 10.481 eV. Number 2: HOMO level -0.0057 hartree, HOMO-LUMO gap 4.167 eV. Number 3: HOMO level -0.3536 hartree, HOMO-LUMO gap 10.159 eV. Number 4: HOMO level -0.2626 hartree, HOMO-LUMO gap 7.220 eV.